Below is a 2-piece molecular cluster, C12H20NO2 overall, with properties calculated with ωB97M-V with the def2-TZVPD basis set.

CARTESIAN COORDINATES (ANGSTROEM)
C1 4.726 1.013 -0.581
C2 4.447 0.869 0.721
C3 3.872 0.435 -1.593
C4 3.097 0.490 1.233
C5 2.698 -0.125 -1.223
C6 2.243 0.003 0.102
C7 -2.120 2.104 -0.160
C8 -4.497 1.173 -0.538
C9 0.413 -2.368 -1.163
C10 -0.142 -1.489 2.180
C11 1.045 -0.509 0.406
C12 -3.011 0.973 -0.530
N1 -2.382 -0.187 -0.621
O1 0.196 -1.086 -0.488
O2 0.475 -0.303 1.621
H1 5.567 1.338 -1.039
H2 5.268 1.198 1.519
H3 4.369 0.491 -2.628
H4 3.352 -0.366 2.057
H5 2.125 -0.583 -1.888
H6 -2.313 2.402 0.952
H7 -2.332 3.032 -0.824
H8 -1.063 1.607 -0.200
H9 -5.105 0.281 -0.535
H10 -4.584 1.673 0.410
H11 -4.705 1.529 -1.507
H12 0.019 -2.372 -2.108
H13 -0.072 -3.246 -0.496
H14 1.547 -2.434 -1.238
H15 -0.293 -1.491 3.281
H16 0.367 -2.467 2.049
H17 -1.066 -1.742 1.810
H18 -2.838 -0.963 -1.097
H19 2.564 1.420 1.615
H20 -1.410 -0.346 -0.494

Properties
- Kohn-Sham gap: 5.7 eV
- Total charge: +1

Below is C23H38Br9N5 as an isolated structure, with properties calculated with ωB97M-V with the def2-TZVPD basis set.

CARTESIAN COORDINATES (ANGSTROEM)
C1 -0.052 4.898 -3.387
C2 -1.467 4.450 -3.054
C3 -1.517 3.682 -1.697
C4 -1.005 2.376 -1.817
N1 -0.530 1.329 -1.976
H1 0.615 4.029 -3.408
H2 0.427 5.614 -2.705
H3 -0.009 5.415 -4.312
H4 -1.766 3.769 -3.862
H5 -2.162 5.260 -2.939
H6 -2.563 3.623 -1.466
H7 -0.984 4.236 -0.885
C5 -5.528 0.835 -0.167
C6 -4.904 0.670 -1.551
C7 -5.624 1.632 -2.512
C8 -5.168 3.022 -2.314
N2 -4.884 4.089 -2.136
H8 -5.448 1.895 0.180
H9 -4.995 0.212 0.601
H10 -6.566 0.508 -0.273
H11 -5.068 -0.302 -1.989
H12 -3.835 0.805 -1.584
H13 -6.724 1.588 -2.393
H14 -5.345 1.422 -3.516
C9 1.522 2.896 1.847
C10 1.863 1.554 1.321
C11 2.200 1.492 -0.183
C12 3.475 2.106 -0.333
N3 4.527 2.569 -0.250
H15 2.323 3.622 1.694
H16 1.364 2.845 2.945
H17 0.608 3.291 1.365
H18 1.053 0.860 1.431
H19 2.651 1.106 1.899
H20 1.446 2.033 -0.732
H21 2.364 0.452 -0.539
C13 4.960 -1.782 -1.256
C14 5.874 -1.857 -0.063
C15 5.312 -1.094 1.155
C16 4.019 -1.676 1.549
N4 3.028 -2.084 1.918
H22 4.980 -0.801 -1.684
H23 3.996 -2.113 -1.047
H24 5.425 -2.420 -2.064
H25 6.833 -1.368 -0.270
H26 6.131 -2.902 0.107
H27 5.145 -0.036 0.924
H28 6.050 -1.269 1.953
C17 -0.114 -2.624 5.490
C18 1.002 -1.526 5.309
C19 0.606 -0.572 4.250
C20 -0.702 -0.025 4.517
N5 -1.719 0.353 4.869
H29 -0.293 -3.157 4.520
H30 -1.054 -2.214 5.812
H31 0.269 -3.388 6.141
H32 2.002 -2.004 5.147
H33 1.123 -0.945 6.224
H34 0.573 -1.024 3.287
H35 1.353 0.206 4.061
C21 -1.015 -5.838 0.449
Br1 0.613 -5.765 -0.557
Br2 -0.678 -6.802 2.088
Br3 -2.472 -6.641 -0.536
H36 -1.286 -4.826 0.660
C22 -1.216 -1.132 -0.248
Br4 -2.555 -2.263 -0.910
Br5 0.221 -2.076 0.479
Br6 -1.956 -0.072 1.139
H37 -0.855 -0.463 -1.044
C23 -0.907 -3.524 -4.652
Br7 0.497 -2.703 -3.680
Br8 -0.672 -5.390 -4.691
Br9 -0.923 -2.827 -6.450
H38 -1.888 -3.235 -4.198

Properties
- Kohn-Sham gap: 10.1 eV

Below is C11H26F6N4O3PTi as an isolated structure, with properties calculated with ωB97M-V with the def2-TZVPD basis set.

CARTESIAN COORDINATES (ANGSTROEM)
Ti1 0.424 -0.685 -0.291
C1 -4.744 0.718 -0.087
N1 -3.510 0.321 -0.701
C2 -3.349 0.412 -2.122
C3 -2.318 0.062 0.146
O1 -1.466 -0.782 -0.343
C4 -2.022 0.901 1.350
O2 -0.701 0.529 1.730
C5 0.174 1.567 2.133
C6 1.553 1.236 1.575
O3 1.674 0.123 0.971
N2 2.551 2.057 1.724
C7 3.863 1.793 1.117
C8 2.445 3.353 2.402
H1 -4.858 1.804 -0.214
H2 -4.752 0.463 0.967
H3 -5.581 0.246 -0.607
H4 -3.336 1.477 -2.405
H5 -4.215 -0.044 -2.606
H6 -2.415 -0.047 -2.422
H7 -2.700 0.691 2.185
H8 -2.084 1.977 1.137
H9 0.223 1.617 3.224
H10 -0.157 2.532 1.744
H11 3.910 0.769 0.768
H12 4.630 1.968 1.867
H13 4.002 2.477 0.281
H14 1.470 3.490 2.857
H15 2.620 4.144 1.674
H16 3.203 3.403 3.180
N3 1.388 -2.113 -1.612
C9 0.815 -3.487 -1.715
C10 0.895 -4.233 -0.395
C11 -0.024 -3.697 0.688
N4 0.400 -2.346 1.146
H17 1.383 -1.678 -2.534
H18 2.380 -2.194 -1.382
H19 1.338 -4.037 -2.497
H20 -0.226 -3.381 -2.029
H21 1.931 -4.244 -0.036
H22 0.635 -5.276 -0.579
H23 -0.049 -4.384 1.535
H24 -1.043 -3.604 0.307
H25 1.303 -2.422 1.613
H26 -0.237 -2.022 1.872
F1 1.837 0.585 -1.622
P1 0.672 1.584 -2.312
F2 -0.164 0.151 -2.520
F3 -0.580 2.395 -2.807
F4 1.498 2.848 -1.892
F5 -0.013 1.544 -0.745
F6 1.327 1.441 -3.718

Properties
- <S²>: 3.759
- Kohn-Sham gap (alpha / beta): 7.5 / 7.1 eV
- Total charge: +2
- Multiplicity: 4

Below is a 2-piece molecular cluster, C2H3N5O2 overall, with properties calculated with ωB97M-V with the def2-TZVPD basis set.

CARTESIAN COORDINATES (ANGSTROEM)
C1 -0.174 1.522 0.335
C2 -0.834 -0.737 -0.007
H1 0.707 -2.768 0.527
H2 -1.597 2.707 0.673
H3 -2.005 0.454 1.233
N1 0.525 -0.810 -0.406
N2 1.564 0.093 -0.315
N3 1.209 1.184 -0.050
N4 -0.454 2.764 0.646
N5 -1.217 0.508 0.338
O1 0.983 -1.968 -1.082
O2 -1.288 -1.942 0.346

Properties
- Kohn-Sham gap: 7.7 eV

Below is one molecule with the formula C5H11NO6P2S, with properties calculated with ωB97M-V with the def2-TZVPD basis set.

CARTESIAN COORDINATES (ANGSTROEM)
H1 -1.850 3.409 -0.431
N1 -2.379 2.551 -0.264
C1 -1.620 1.536 -0.258
C2 -2.257 0.195 -0.055
C3 -0.117 1.747 -0.465
C4 0.937 0.648 -0.698
O1 1.604 0.093 0.429
C5 0.913 -0.448 1.482
O2 -0.034 0.082 1.982
P1 1.734 -2.036 2.121
O3 0.321 -2.588 2.751
O4 2.444 -1.334 3.428
P2 0.524 -0.729 -1.851
O5 1.818 -0.886 -2.797
O6 -0.536 0.036 -2.792
S1 0.033 -2.404 -1.083
H2 -2.319 -0.336 -1.006
H3 -1.716 -0.443 0.635
H4 -3.271 0.363 0.296
H5 -0.033 2.416 -1.323
H6 0.243 2.308 0.399
H7 1.746 1.167 -1.218
H8 0.409 -3.523 2.961
H9 1.892 -1.372 4.218
H10 2.137 -0.053 -3.163
H11 -0.620 -0.408 -3.646

Properties
- SMILES: [H]/N=C(/C)C[C@@H](OC(=O)P(O)O)P(O)(O)=S
- Kohn-Sham gap: 9.2 eV

Number 1: energy -18342.31865 eV. Number 2: energy -662297.90395 eV. Number 3: energy -72633.18398 eV. Number 4: energy -13658.49436 eV. Number 5: energy -48553.61866 eV.